134
Properties=species:S:1:pos:R:3:forces:R:3 method="wB97M-V/def2-TZVPD" multiplicity=1 gap_ev="7.31 / 7.31" total_charge=+1 molar_mass_da=953.89
Ni -0.07114 0.09694 -0.03625 -0.37 -0.25 -0.75
P -1.42470 -0.64297 1.70440 -0.55 0.14 -0.13
P 1.61620 1.62074 0.73646 -0.18 -0.29 -0.77
P -1.04857 -0.83637 -2.21716 -0.11 0.60 0.41
Si -0.73425 2.02090 -1.01796 0.67 -0.16 0.25
O 1.95955 -1.72259 -0.87765 -0.03 -0.24 -0.28
N 0.86379 -1.76131 -0.00497 0.92 0.85 0.10
C -5.38384 -1.83818 1.13362 0.05 -0.03 0.01
C -1.63814 -2.77835 3.51933 0.05 0.01 -0.04
C 2.73474 3.66635 2.42402 -0.05 -0.02 -0.02
C -5.80508 -0.94273 0.15724 0.00 0.00 -0.03
C 4.77578 -1.46137 1.88121 -0.02 0.10 0.04
C -1.62091 3.33113 -0.00117 -0.07 0.05 0.23
C -4.07437 -1.81354 1.59550 0.01 -0.06 -0.09
C -2.79826 1.26643 3.24109 -0.05 -0.06 0.02
C -3.72958 1.31994 -4.51072 0.03 -0.06 0.03
C -3.05211 2.02192 4.37926 0.02 0.04 -0.04
C -2.50894 -3.17995 -3.31131 0.09 0.05 0.01
C 0.93248 -1.55361 -5.92013 -0.01 0.13 0.04
C 2.23057 4.17394 -3.06363 -0.07 -0.06 0.02
C 1.87052 -0.34761 -5.92143 0.02 -0.11 0.09
C -1.85221 -3.19855 -0.88365 0.05 -0.13 -0.27
C -1.45327 -4.25336 -3.58698 -0.09 0.01 0.08
C -3.15473 -0.89454 1.08535 -0.04 -0.03 0.18
C 2.34026 -0.04402 -4.49994 -0.12 0.04 -0.06
C -2.09255 0.47268 -2.95021 -0.08 -0.13 -0.28
C 0.11920 -3.06220 1.91474 0.19 0.13 -0.08
C 3.30313 4.06307 -2.18662 -0.02 0.00 0.03
C 0.48874 2.67860 3.11114 0.20 0.12 -0.04
C 1.03124 -2.70754 0.81331 -0.48 -0.40 0.58
C 0.57508 3.76236 4.18117 0.06 -0.01 0.02
C -3.05758 0.25039 -3.93621 -0.03 0.02 -0.01
C 1.99967 2.61152 -0.75878 0.30 0.10 -0.01
C 1.41351 3.02411 1.93158 -0.16 -0.25 0.30
C 1.03122 3.53922 -2.76566 0.06 0.04 0.09
C 3.05896 3.26750 3.86217 -0.13 0.09 0.00
C 4.48188 1.03088 1.36243 0.03 -0.14 0.01
C 1.13654 0.16501 -3.57998 0.19 -0.13 -0.04
C -0.26740 -1.33165 -4.99032 0.19 0.04 -0.02
C -0.78494 -4.24571 -1.20431 -0.10 0.05 -0.05
C -3.43275 2.62132 -4.12188 0.08 0.06 0.07
C 3.18758 3.29690 -1.03421 -0.05 -0.05 -0.05
C -3.58885 -0.01880 0.09301 -0.06 0.03 0.09
C 1.97507 3.78343 4.82558 0.00 -0.01 -0.08
C -0.99356 0.16825 4.37714 -0.02 -0.08 0.03
C -4.90124 -0.03231 -0.36716 0.05 0.03 0.00
C -1.25396 0.91488 5.51767 0.01 -0.05 -0.01
C 3.82462 -1.07207 3.00958 0.01 0.05 -0.12
C 0.41399 -4.29260 2.50453 0.09 -0.09 -0.01
C -1.22944 -5.12936 -2.36173 -0.01 0.03 0.01
C 0.90143 2.76499 -1.60909 -0.12 0.23 -0.13
C -1.34397 -4.00836 4.08922 -0.02 0.03 0.02
C 5.41887 -0.19594 1.28345 -0.12 0.01 0.01
C -0.94216 -2.28330 2.41403 -0.02 0.07 0.10
C -1.83154 1.76762 -2.51443 -0.25 0.14 -0.01
C -1.77642 0.31737 3.23358 -0.06 -0.13 0.01
C 0.22735 -1.07497 -3.55856 0.01 0.02 0.10
C 3.03995 0.54072 1.18650 -0.07 0.04 0.30
C -2.20949 -2.29674 -2.08228 0.26 -0.23 0.19
C 2.63909 -0.26337 2.45100 0.11 0.00 0.01
C -2.50263 2.84194 -3.11517 0.00 -0.12 -0.03
C -2.28839 1.84026 5.52380 -0.04 -0.02 -0.01
C -0.31416 -4.77648 3.57465 0.01 -0.06 0.03
H -3.93749 3.45865 -4.59073 0.00 -0.06 0.05
H 0.35074 4.73192 3.72321 0.01 -0.03 0.01
H 3.13949 2.17874 3.93540 0.01 0.05 0.01
H 1.97668 3.17291 5.73094 0.00 0.00 0.01
H -0.83356 -0.45998 -5.33383 0.00 -0.02 0.03
H 1.81110 -0.92700 2.20810 -0.01 0.05 0.07
H -6.08155 -2.55988 1.54360 0.06 0.03 -0.04
H 1.48626 -2.43774 -5.58207 -0.03 -0.01 -0.05
H 4.37541 -0.46991 3.73890 -0.03 -0.04 0.01
H 0.57661 -1.76399 -6.93012 0.00 -0.01 0.00
H -2.88638 0.68462 -0.33099 -0.03 0.05 0.03
H 2.27158 0.41278 3.22586 0.03 -0.01 -0.03
H 1.33697 0.52495 -6.31455 0.03 -0.02 -0.02
H -1.29510 4.32525 -0.33169 -0.09 -0.09 0.06
H -0.92170 -2.19427 -5.04929 -0.04 0.02 0.00
H -0.64705 0.77049 6.40416 -0.01 0.01 -0.04
H 2.32637 4.76620 -3.96637 -0.01 -0.03 0.04
H -0.49940 -3.78581 -3.84884 0.00 -0.04 -0.04
H 2.62283 4.75393 2.38561 0.01 -0.02 -0.02
H 6.34564 0.03231 1.81240 0.02 0.00 -0.01
H -3.77732 -2.54469 2.33372 0.00 0.05 0.04
H 4.77716 1.73891 0.59356 0.01 0.04 0.01
H 4.59214 1.52658 2.32979 0.00 -0.01 -0.06
H 2.21897 4.80125 5.13648 0.00 -0.01 0.01
H 0.77185 1.72004 3.55327 -0.03 0.13 -0.05
H 0.18729 3.64017 -3.44437 0.08 0.02 0.06
H -5.20789 0.67133 -1.13413 0.03 -0.06 0.03
H -0.53544 2.56321 2.75604 0.08 -0.02 0.05
H 1.63022 -1.19924 -1.61992 0.12 0.21 -0.03
H -2.41488 -2.17562 3.96729 -0.04 0.04 0.00
H -2.70459 3.25823 -0.14575 0.11 0.02 0.06
H -0.58305 -4.84261 -0.31038 0.02 0.02 -0.02
H -0.19081 3.59118 4.93920 0.05 0.06 -0.03
H -2.30601 3.85805 -2.78170 -0.05 -0.09 -0.02
H -0.17102 -0.54007 4.38414 -0.05 -0.01 0.02
H -0.06722 -5.73358 4.01622 -0.01 0.03 -0.04
H 0.55128 1.01384 -3.94666 0.00 0.02 0.06
H 2.72416 -0.53063 -6.57703 -0.02 0.02 0.00
H -3.30167 -0.75381 -4.25634 0.01 0.06 -0.01
H -2.16269 -5.63718 -2.09378 0.04 -0.03 -0.02
H 2.94451 -0.88111 -4.12909 0.01 0.03 0.00
H -0.48794 -5.90196 -2.57148 0.00 0.00 0.00
H 1.92005 -3.32335 0.68875 -0.09 -0.10 -0.04
H -1.41535 3.24453 1.07089 -0.05 0.06 -0.18
H -1.76299 -4.85298 -4.44547 0.00 0.02 0.00
H 0.89878 3.75279 1.30127 -0.07 0.06 0.02
H -1.52948 -2.58541 -0.05270 -0.05 0.06 0.08
H 5.68393 -0.37754 0.23930 0.02 0.00 0.02
H 3.56709 3.42583 1.76593 -0.01 0.04 -0.03
H -3.12484 -1.76378 -1.81819 -0.08 0.02 0.01
H 1.47137 0.45085 -2.57597 -0.04 -0.03 -0.05
H -2.67240 -2.58271 -4.20569 -0.06 -0.03 0.01
H -1.91333 -4.35822 4.94122 0.01 0.03 -0.02
H 2.97402 0.84562 -4.47904 -0.01 -0.02 0.00
H 3.04165 -0.13620 0.33100 0.02 -0.10 -0.02
H -3.41099 1.41534 2.35922 0.00 -0.02 0.04
H -2.76579 -3.71013 -0.56070 0.02 0.01 -0.02
H -6.82899 -0.96349 -0.19827 0.06 0.00 0.04
H 4.21722 -2.00130 1.10813 0.03 0.01 0.02
H 0.15238 -3.74573 -1.48460 -0.06 -0.10 0.01
H 0.82947 -1.94034 -3.24607 -0.07 -0.07 -0.04
H -4.48638 1.13777 -5.26428 0.05 0.00 0.01
H 4.02857 3.26031 -0.35806 0.01 -0.06 -0.03
H -3.85338 2.75193 4.37122 0.03 -0.05 -0.01
H 5.54717 -2.14065 2.24466 0.01 -0.01 -0.03
H -2.49875 2.41661 6.41658 0.01 -0.01 -0.04
H 4.03329 3.67134 4.14260 0.00 -0.05 0.02
H 1.23483 -4.87874 2.10386 -0.03 0.04 0.05
H 4.23142 4.58402 -2.39219 -0.05 -0.05 0.00
H -3.46039 -3.68192 -3.10202 0.02 0.00 0.00
H 3.45746 -1.95180 3.54162 -0.01 0.01 0.02


58
Properties=species:S:1:pos:R:3:forces:R:3 method="wB97M-V/def2-TZVPD" multiplicity=2 gap_ev="6.34 / 6.34" total_charge=+2 molar_mass_da=666.45 s2=0.91
Ir 0.03400 0.32040 -0.32470 -3.19 -2.19 0.80
Br -0.00240 3.77750 -0.81880 -0.05 0.13 -0.20
S 2.02020 -0.15460 1.85440 -0.90 0.36 -1.05
O 2.57690 -0.94400 -1.78980 -1.83 -0.42 1.57
O -2.34160 -1.32400 -3.51020 0.06 -0.31 0.75
O 2.30080 1.22900 -2.30000 -1.51 0.69 1.68
O -1.40310 -0.97830 -1.51730 2.79 -0.39 3.58
N -0.73820 -1.39110 1.18550 0.67 0.84 -1.47
N -0.76510 1.40240 1.59540 0.50 0.33 -1.11
N -1.19690 1.59670 -1.95180 1.60 -0.29 0.91
C 2.53070 0.65780 -4.60220 0.13 0.18 0.68
C -1.56020 3.57620 -3.22250 0.09 -0.07 0.26
C 0.23570 1.92980 2.53170 0.47 0.13 0.35
C -2.27990 2.84290 -4.15540 -0.06 -0.20 0.03
C 3.26820 0.76420 -3.25260 0.17 -0.60 -1.54
C -1.89320 -0.63960 -2.62750 -0.86 2.37 -3.32
C 0.31470 -2.37010 1.44900 0.49 -0.47 0.08
C -2.42840 1.47190 -3.98820 0.15 0.29 0.37
C 1.44600 -1.82980 2.32060 -0.09 0.15 -0.27
C 3.79460 -1.77560 -3.70830 -0.41 0.13 0.19
C 3.65450 -0.65520 -2.68920 1.77 0.48 -0.14
C -1.47370 -0.88990 2.34930 -0.16 0.79 0.33
C -1.85930 0.89920 -2.86420 -0.27 -1.42 -0.29
C 1.19930 0.90420 3.11490 0.03 0.01 -0.38
C 4.39320 1.77920 -3.38260 -0.24 -0.13 0.36
C 4.94360 -0.59210 -1.84240 -0.75 -0.13 -0.20
C -1.85160 0.58790 2.16420 -0.29 -0.68 0.07
C -1.03110 2.89730 -2.13900 0.20 0.58 0.19
B 1.86860 0.18840 -1.53430 0.94 -0.07 -1.47
H 2.00550 1.44750 3.60850 -0.05 -0.06 0.06
H 4.10290 -2.69420 -3.21350 0.06 0.02 0.09
H -0.08980 -3.26400 1.94570 -0.05 0.15 -0.11
H -0.87460 -1.01450 3.24870 0.02 -0.11 -0.08
H -1.38780 -1.79200 0.50910 0.03 0.04 -0.14
H -2.18240 0.99870 3.12610 0.03 0.03 -0.16
H 0.72510 0.26080 3.85060 0.05 -0.05 0.02
H 4.55300 -1.51980 -4.44350 0.03 0.04 -0.08
H -2.69090 0.64160 1.46800 0.02 0.09 0.03
H -2.71920 3.33660 -5.00870 0.01 0.07 -0.09
H 4.00650 2.71420 -3.78190 -0.09 -0.01 -0.08
H 5.09020 -1.55250 -1.35420 0.05 -0.06 0.03
H 2.13120 1.63670 -4.85730 -0.03 0.06 -0.05
H 4.85520 0.17950 -1.08180 0.13 0.11 0.09
H 2.85180 -1.97830 -4.20960 -0.01 0.03 -0.14
H -2.96200 0.85660 -4.69520 0.00 -0.14 0.01
H 1.17810 -1.80160 3.37530 0.09 0.05 0.02
H 0.71180 -2.67820 0.47850 -0.06 -0.01 0.09
H 2.31730 -2.47590 2.21640 -0.05 -0.02 0.03
H 3.21320 0.34610 -5.38530 0.02 -0.08 -0.11
H -0.25980 2.42580 3.37720 -0.03 -0.02 -0.15
H 1.70920 -0.04960 -4.52490 -0.11 -0.11 -0.12
H 5.79510 -0.39000 -2.48430 0.13 0.06 0.04
H 4.84960 1.99860 -2.42130 0.12 -0.03 0.02
H 0.80350 2.69040 1.98960 -0.07 -0.08 0.04
H 5.14770 1.40580 -4.06930 0.11 -0.03 -0.03
H -2.40400 -1.44900 2.48840 0.19 -0.08 0.01
H -1.40310 4.63740 -3.33260 0.00 0.06 0.03
H -1.19710 2.22600 1.17850 0.02 -0.01 -0.03


43
Properties=species:S:1:pos:R:3:forces:R:3 method="wB97M-V/def2-TZVPD" multiplicity=1 de_lowest_kj_mol=626.6 gap_ev=5.24 molar_mass_da=459.36
S -1.05900 2.61458 -1.29802 1.46 -0.37 0.47
F -2.44512 3.35717 -3.44268 0.74 -0.29 0.02
F -1.08703 1.66710 -3.80328 -0.07 0.77 0.38
F -0.28335 3.70741 -3.62841 -0.74 -0.68 0.33
O 5.26186 3.18102 -1.29619 -2.27 0.05 -0.02
O -1.10730 3.93189 -0.71330 -0.27 -0.74 -0.60
O 3.64552 4.67537 -1.34335 0.71 -2.23 0.07
O 3.99672 -0.93185 -1.75296 -0.38 -0.84 0.41
O 2.17174 -2.23680 -1.46031 0.04 0.46 0.18
O -1.98100 1.55557 -0.93852 0.34 0.79 -0.49
N 4.04977 3.48120 -1.29500 1.34 1.58 -0.17
N -2.10377 -2.29718 -1.09924 -0.03 0.22 -0.82
N 4.39780 0.36997 -1.66324 -3.05 0.95 1.30
N -0.42090 -0.87256 -1.01561 -5.27 -6.75 3.71
N 2.63686 -1.11323 -1.38275 0.31 1.84 -0.09
C -2.38830 -2.74658 1.33913 0.16 0.02 0.40
C 3.05150 2.45064 -1.21461 -2.11 0.32 0.46
C 0.82036 0.56029 -0.95012 1.53 4.16 -7.60
C -1.22834 2.86212 -3.17580 -0.04 0.05 0.07
C -0.35574 -1.07035 4.07452 0.37 0.30 0.43
C -2.51380 -3.08999 3.78822 -0.09 -0.06 0.21
C -0.75784 -1.19155 0.31464 -1.26 -1.55 -0.18
C 2.16973 0.14259 -0.99608 0.95 -2.53 -0.79
C -0.29235 -0.84856 1.58579 0.18 0.12 -0.40
C 3.27884 1.01458 -1.20628 2.46 0.25 -0.97
C -0.86108 -1.45245 2.71203 0.11 0.13 -0.16
C -1.79349 -2.13838 0.24939 -0.44 0.00 -0.39
C 1.69777 2.87934 -1.16906 0.59 -0.55 1.21
C 0.62485 1.96227 -1.04294 -0.56 0.96 1.26
C -1.89823 -2.40586 2.60282 -0.36 -0.25 -0.98
C -1.28586 -1.50936 -1.81828 1.09 0.42 1.71
H -3.00332 -2.37546 4.45689 0.04 -0.08 -0.04
H -0.81704 -1.63806 4.89727 0.18 0.23 -0.45
H -3.20163 -3.47090 1.20361 0.39 0.33 0.16
H -2.83364 -2.86125 -1.52170 0.16 0.12 0.38
H -1.27043 -1.35900 -2.88617 -0.21 -0.29 -0.08
H -3.26689 -3.81321 3.45412 0.18 0.17 0.12
H -0.53198 -0.00146 4.26526 -0.01 -0.27 -0.02
H 0.73194 -1.21697 4.13176 -0.25 -0.01 0.03
H 1.46935 3.94859 -1.21584 0.19 -0.42 -0.28
H 0.50652 -0.10973 1.65057 -0.13 -0.15 0.35
H -1.76218 -3.62768 4.37345 -0.09 0.03 -0.04
H 0.03848 0.01675 -1.76973 4.11 3.75 0.91